Record 1
CH2BrNO4 | ωB97M-V/def2-TZVPD

Properties
gap between HOMO and LUMO = 10.7 eV
2S+1 = 1

The geometry in XYZ format:
```
9
Properties=species:S:1:pos:R:3:lowdin_charge:R:1
C -0.1128 0.2510 -0.0262 -0.8235
N 0.9084 -1.0118 -0.0152 -0.4053
O 1.3072 -1.3393 1.0446 0.1122
O 1.2041 -1.4275 -1.0941 0.1033
O -0.9053 0.2172 1.1150 0.0123
O -0.7766 0.3159 -1.1848 0.0186
Br 1.1598 1.8406 -0.0277 0.7271
H -1.1054 1.1634 1.3221 0.1194
H -1.6795 -0.0095 -1.1338 0.1359
```

---

Record 2
C26H47BBr8N2O4 | ωB97M-V/def2-TZVPD

Properties
gap between HOMO and LUMO = 8.0 eV
2S+1 = 1

The geometry in XYZ format:
```
88
Properties=species:S:1:pos:R:3:lowdin_charge:R:1
C 1.3924 -3.0485 0.4981 -0.0547
C -0.0749 -2.9549 0.8543 -0.2381
O -0.6605 -1.7981 0.2473 0.0953
B -1.1182 -0.7816 1.0205 -0.6192
O -1.7133 -1.0508 2.2255 0.1789
C -0.9138 0.7009 0.4983 0.0454
C -1.8117 1.4869 -0.1051 -0.0613
C -3.2088 0.9670 -0.3806 -0.1254
C -4.2127 1.7997 -1.1782 -0.2005
C -5.5861 1.1050 -1.2332 -0.1920
C -6.1960 0.9472 -2.6376 -0.2782
N -7.3732 1.7978 -2.8520 -0.0147
C -1.3734 2.8747 -0.4690 -0.2451
O -2.1860 3.7560 -0.6761 0.0851
C 0.0937 3.1895 -0.5471 -0.1107
C 0.4586 4.4683 -1.2396 -0.0210
C 0.9830 2.3669 0.0233 -0.0988
C 2.4693 2.5616 0.0304 -0.1198
C 3.2443 1.3163 -0.4449 -0.1962
C 4.4215 1.6627 -1.3533 -0.2119
C 5.3886 0.4797 -1.5138 -0.1982
C 5.9298 0.2240 -2.9250 -0.3138
N 4.9409 0.5168 -3.9669 -0.0117
C 0.4721 1.1721 0.7424 -0.2816
O 1.1768 0.5542 1.5234 0.1302
H 1.9722 -2.3088 1.0514 0.0792
H 1.5329 -2.8737 -0.5694 0.0786
H 1.7709 -4.0401 0.7471 0.0724
H -0.6121 -3.8417 0.5103 0.1122
H -0.1928 -2.8964 1.9374 0.0757
H -2.0919 -0.2730 2.6379 0.1077
H -3.0813 0.0084 -0.8946 0.1353
H -3.6706 0.7240 0.5833 0.1294
H -4.2964 2.7921 -0.7455 0.0975
H -3.8375 1.9282 -2.1978 0.1092
H -5.4946 0.1119 -0.7826 0.0992
H -6.3073 1.6496 -0.6237 0.1043
H -5.4252 1.1503 -3.3891 0.0999
H -6.4994 -0.0899 -2.7820 0.1032
H -8.1129 1.2906 -3.3160 0.0551
H -7.1615 2.6020 -3.4265 0.0593
H 0.9258 4.2655 -2.2056 0.1003
H 1.1709 5.0430 -0.6488 0.0908
H -0.4203 5.0864 -1.3912 0.0380
H 2.7266 3.4079 -0.6055 0.1038
H 2.7736 2.8036 1.0526 0.1344
H 3.5946 0.7490 0.4183 0.1115
H 2.5707 0.6480 -0.9925 0.1218
H 4.9487 2.5285 -0.9416 0.1125
H 4.0502 1.9617 -2.3352 0.0991
H 6.2409 0.6349 -0.8489 0.1090
H 4.9008 -0.4363 -1.1613 0.0926
H 6.2330 -0.8276 -2.9609 0.0364
H 6.8212 0.8252 -3.1158 0.1064
H 5.2463 0.1266 -4.8511 0.0354
H 4.0679 0.0471 -3.7447 0.0598
Br -1.3807 -7.0861 1.5706 0.6071
C -1.9209 -6.4347 3.3226 -0.6920
C -1.4101 -5.0460 3.5917 -0.7064
Br 0.4959 -5.0324 3.9649 0.6187
H -1.5493 -7.1523 4.0475 0.0478
H -3.0085 -6.4399 3.3217 0.0613
H -1.8832 -4.6319 4.4785 -0.0104
H -1.5693 -4.3799 2.7492 0.0341
Br -3.0222 8.1272 2.1170 0.6006
C -3.8411 7.5554 0.4496 -0.6981
C -2.8822 6.7902 -0.4219 -0.7126
Br -1.5605 7.9520 -1.2514 0.6196
H -4.2097 8.4535 -0.0359 0.0481
H -4.6771 6.9186 0.7296 0.0587
H -3.4128 6.3082 -1.2393 0.0613
H -2.3307 6.0375 0.1305 0.0290
Br -1.6902 -5.3031 7.3485 0.6337
C -0.4084 -3.9230 7.8334 -0.6802
C -0.9998 -2.5408 7.7183 -0.6905
Br -1.1432 -1.9545 5.8730 0.6458
H 0.4534 -4.0575 7.1863 0.0370
H -0.1366 -4.1313 8.8654 0.0579
H -0.3585 -1.8130 8.2099 0.0584
H -1.9969 -2.4964 8.1454 0.0488
Br 4.7808 -3.2326 -3.0724 0.6613
C 5.2671 -4.5341 -4.4271 -0.6896
C 6.2649 -3.9677 -5.4042 -0.6962
Br 5.4593 -2.6694 -6.6045 0.6157
H 4.3443 -4.8349 -4.9132 0.0511
H 5.6977 -5.3811 -3.8982 0.0593
H 6.6667 -4.7565 -6.0357 0.0584
H 7.0763 -3.4533 -4.8985 0.0504
```

---

Record 3
C8H4F6LiN3O4S2 | ωB97M-V/def2-TZVPD

Properties
gap between HOMO and LUMO = 10.3 eV
2S+1 = 1

The geometry in XYZ format:
```
28
Properties=species:S:1:pos:R:3:lowdin_charge:R:1
Li -0.0751 -0.1280 0.3543 0.6142
F -0.2660 4.6701 -0.1011 0.1589
C -0.3575 3.7103 -1.0067 -0.6840
F 0.8364 3.4524 -1.5064 0.1606
F -1.1718 4.0972 -1.9808 0.1546
S -1.0826 2.1743 -0.2311 0.6093
O -0.3947 1.0681 -0.9030 -0.3834
O -2.4923 2.2891 -0.3928 -0.2476
N -0.6967 2.1930 1.3042 -0.2956
S 0.7910 1.8436 1.7417 0.6223
O 1.0641 0.4100 1.5991 -0.3754
O 1.8058 2.7406 1.2905 -0.2337
C 0.5935 2.0626 3.5545 -0.7006
F 1.7341 1.7135 4.1284 0.1616
F 0.3165 3.3206 3.8375 0.1703
F -0.3812 1.2779 4.0082 0.1411
N -5.9338 -2.1910 -1.0989 0.1741
C -5.0636 -1.9936 -0.3754 -0.1667
C -3.9709 -1.7560 0.5336 -0.1916
C -4.1539 -1.8297 1.9102 0.0085
C -3.0707 -1.6016 2.7360 -0.0240
C -1.8487 -1.3081 2.1600 -0.1094
N -1.6669 -1.2299 0.8353 0.0089
C -2.7126 -1.4446 0.0398 -0.0666
H -5.1306 -2.0591 2.3137 0.1298
H -3.1672 -1.6414 3.8113 0.1171
H -0.9773 -1.1190 2.7766 0.1106
H -2.5497 -1.3554 -1.0281 0.1367
```

---

Record 4
C3H9N2O2 | ωB97M-V/def2-TZVPD

Properties
charge = +1
gap between HOMO and LUMO = 10.5 eV
2S+1 = 1

The geometry in XYZ format:
```
16
Properties=species:S:1:pos:R:3:lowdin_charge:R:1
C -2.5162 -0.8536 0.0988 -0.0026
C 0.9175 1.1236 -1.9499 -0.0818
C 1.5984 -0.1965 1.7976 0.0808
N -1.3380 -0.2249 -0.4029 0.1432
N -0.2560 -0.1743 0.1007 -0.0273
O 1.0083 0.6119 -0.6559 -0.1039
O 0.1903 -0.3153 1.3451 0.0080
H -2.2334 -1.6709 0.8511 0.1322
H -3.0491 -1.3520 -0.7116 0.1070
H -3.0734 -0.1598 0.6538 0.0913
H 0.2636 2.0117 -2.1537 0.1121
H 0.8557 0.2652 -2.7406 0.1331
H 2.0071 1.3756 -1.9896 0.1307
H 1.6805 0.5720 2.5436 0.1075
H 2.1336 0.0819 0.9236 0.0792
H 1.8110 -1.0946 2.2898 0.0904
```

---

Record 5
C19H25NO8 | ωB97M-V/def2-TZVPD

Properties
gap between HOMO and LUMO = 9.7 eV
2S+1 = 1

The geometry in XYZ format:
```
53
Properties=species:S:1:pos:R:3:lowdin_charge:R:1
C 6.4095 -0.2220 3.9476 -0.0469
H 7.0327 0.6743 3.9193 0.0980
H 6.1581 -0.4810 4.9729 0.0933
H 6.9510 -1.0392 3.4663 0.0978
O 5.1778 0.0127 3.2832 -0.0452
C 5.2694 0.3526 1.9880 -0.4590
O 6.3229 0.4537 1.4074 0.1129
C 3.9457 0.5846 1.3637 -0.1226
C 2.7552 0.4307 2.0703 0.0036
C 1.5482 0.6572 1.4408 -0.0210
C 1.5039 1.0335 0.1015 -0.2042
C 2.6939 1.1908 -0.5972 -0.0241
C 3.9056 0.9699 0.0265 0.0045
H 4.8374 1.0878 -0.5054 0.1210
H 2.6704 1.4895 -1.6350 0.1154
C 0.1793 1.2670 -0.5688 -0.1148
N -0.7617 0.1950 -0.2808 -0.0636
C -2.0632 0.3637 -0.9168 -0.2196
C -2.8808 1.5084 -0.3209 -0.0613
H -2.5935 2.4577 -0.7751 0.1250
H -2.7314 1.6019 0.7567 0.1294
C -4.3677 1.2638 -0.6241 -0.3181
O -5.1450 2.3823 -0.3000 -0.0127
H -5.5436 2.1954 0.5665 0.0885
C -4.8777 0.0166 0.1436 -0.2487
C -3.7588 -1.0304 0.3714 -0.2309
O -3.1274 -0.8107 1.6147 -0.0100
H -2.3505 -0.2546 1.4678 0.0894
C -2.7393 -1.0314 -0.7746 -0.3967
O -3.4191 -1.4004 -1.9417 0.0346
H -2.7673 -1.4319 -2.6609 0.0962
C -1.5694 -1.9923 -0.4428 -0.0041
H -1.6360 -2.3353 0.5883 0.1270
H -1.5964 -2.8584 -1.1020 0.1379
C -0.3102 -1.1497 -0.6414 -0.1770
C 0.1345 -1.2206 -2.0990 -0.4465
O -0.6227 -1.2290 -3.0413 0.1226
O 1.4574 -1.2362 -2.2073 -0.0241
C 1.9970 -1.2599 -3.5245 -0.0318
H 1.7378 -2.1969 -4.0205 0.1002
H 3.0740 -1.1724 -3.4107 0.0960
H 1.6001 -0.4301 -4.1127 0.0990
H 0.5270 -1.4419 -0.0035 0.1554
H -4.2200 -2.0220 0.4362 0.1695
O -5.4094 0.4130 1.3859 -0.0156
H -4.7494 0.1676 2.0561 0.0979
H -5.6893 -0.4386 -0.4322 0.1598
H -4.4744 1.0867 -1.7006 0.1563
H -1.9558 0.5596 -1.9982 0.1594
H 0.3243 1.4073 -1.6531 0.1360
H -0.2613 2.1887 -0.1738 0.1365
H 0.6221 0.5373 1.9826 0.1174
H 2.7861 0.1356 3.1071 0.1178
```

---

Record 6
C15H22NO5SiTeV | ωB97M-V/def2-TZVPD

Properties
charge = -1
gap between HOMO and LUMO (spin up / spin down) = 6.2 / 6.9 eV
2S+1 = 2
⟨S²⟩ = 0.88

The geometry in XYZ format:
```
46
Properties=species:S:1:pos:R:3:lowdin_charge:R:1
V 0.0536 0.0400 -0.3545 0.3016
O 5.1306 -3.9357 -0.1462 0.1268
C 4.3439 -3.0264 -0.1816 -0.2518
C 2.8231 -3.1215 -0.1673 -0.3339
O 2.1616 -4.1499 -0.1157 0.0501
C 2.3891 -1.7658 -0.2326 -0.2324
C 3.4042 -0.7795 -0.2910 -0.3423
O 3.2207 0.4363 -0.3690 0.0287
C 4.7107 -1.5383 -0.2742 -0.2536
O 5.8282 -1.0937 -0.3274 0.1253
O 1.1149 -1.3731 -0.2311 -0.2192
C -1.6962 -2.5861 1.1559 -0.1957
Si -2.1023 -1.2590 -0.1296 0.6870
C -3.6612 -0.3246 0.5208 -0.6506
C -4.6676 -1.3259 1.1061 -0.1065
C -4.3519 0.5094 -0.5605 -0.1117
C -3.2348 0.6221 1.6485 -0.1246
C -2.3585 -2.1528 -1.8215 -0.6523
C -3.6825 -2.9256 -1.8607 -0.1067
C -1.2182 -3.1660 -1.9997 -0.1042
C -2.3142 -1.1766 -3.0011 -0.1128
H -2.4551 -3.3740 1.1710 0.0305
H -1.6487 -2.1514 2.1574 0.0292
H -0.7283 -3.0421 0.9445 0.0209
H -5.0249 -2.0397 0.3635 0.0607
H -5.5399 -0.7848 1.4927 0.0801
H -4.2367 -1.8900 1.9353 0.0706
H -4.7937 -0.1133 -1.3402 0.0617
H -3.6546 1.2071 -1.0300 0.0408
H -5.1621 1.0980 -0.1124 0.0815
H -2.6560 0.1110 2.4223 0.0745
H -4.1233 1.0531 2.1260 0.0818
H -2.6293 1.4432 1.2632 0.0357
H -3.7781 -3.6121 -1.0159 0.0746
H -3.7315 -3.5264 -2.7770 0.0806
H -4.5478 -2.2607 -1.8591 0.0606
H -1.2102 -3.9247 -1.2160 0.0790
H -0.2358 -2.6908 -1.9893 0.0674
H -1.3316 -3.6790 -2.9618 0.0845
H -3.0875 -0.4098 -2.9421 0.0638
H -2.4526 -1.7249 -3.9408 0.0819
H -1.3512 -0.6629 -3.0594 0.0531
N 0.1615 2.0137 2.1125 0.0605
C 0.0418 1.4183 1.0659 -0.5530
H 0.0453 3.0191 2.1633 0.0714
Te -0.5117 2.3120 -1.1651 0.5864
```